Entry 1:
# C3H7N3O

A single C3H7N3O molecule at a distorted geometry (the ωB97M-V functional and the def2-TZVPD basis, OMol25).

The geometry in XYZ format:
```
14
Properties=species:S:1:pos:R:3:forces:R:3
N 2.72641 -0.21541 0.09260 0.421 1.301 0.871
O 1.54330 0.35806 0.59704 -1.079 -1.703 -0.041
N 0.52024 0.10757 -0.42981 -2.848 1.942 0.355
C -0.74473 1.27811 -0.09782 3.192 -1.554 0.864
C -1.83309 0.37641 0.35787 -0.874 1.887 -0.614
C -1.47971 -0.87584 0.22338 -1.688 0.205 0.777
N -0.21775 -1.07062 -0.12194 3.340 -1.233 -0.840
H 2.70630 -1.21180 -0.12697 -0.801 0.342 0.037
H 2.80979 0.38494 -0.69992 0.944 -0.444 -1.135
H -0.83476 1.87944 -1.01577 -0.150 -0.260 0.537
H -0.34365 1.82305 0.79388 -0.010 0.034 -1.114
H -2.75707 0.80870 0.71770 -0.058 -0.423 -0.080
H -2.08060 -1.72763 0.36936 -0.656 -0.886 0.357
H -0.01468 -1.91498 -0.65961 0.268 0.791 0.024
```
Positions in Å, forces in eV/Å.

Multiplicity ... 1
ΔE to the lowest compared entry with this formula, charge and spin ... 6.3541 eV
M ... 101.11 g/mol
SMILES ... NON1CC=CN1
Gap between HOMO and LUMO ... 8.98 eV
E_HOMO ... -7.98 eV

---

Entry 2:
# C5H8O2

A single C5H8O2 molecule (the ωB97M-V functional and the def2-TZVPD basis, OMol25).

The geometry in XYZ format:
```
15
Properties=species:S:1:pos:R:3:forces:R:3
C 1.46312 0.72895 -0.33437 0.033 -0.041 0.010
C 0.33605 -0.02073 0.35618 -0.015 0.204 -0.223
O 0.67038 -0.45430 1.65912 0.105 -0.171 0.030
C -1.01906 0.74465 0.38378 -0.054 0.145 0.024
C -1.62342 -0.36704 -0.46825 -0.377 -0.011 0.186
O -0.83419 -0.56007 -1.64474 0.007 0.155 -0.128
C -0.38333 -1.13647 -0.43228 0.147 -0.317 0.067
H 1.12119 1.10814 -1.30236 0.075 -0.111 0.148
H 1.75117 1.58170 0.29179 -0.031 -0.151 -0.101
H 2.34888 0.10405 -0.49911 -0.140 0.019 0.075
H 1.26790 -1.20874 1.56420 -0.022 0.185 0.129
H -1.42069 0.72063 1.40013 0.036 0.051 -0.134
H -1.03663 1.76163 -0.02012 -0.003 -0.165 0.042
H -2.65464 -0.69811 -0.52330 0.150 0.012 0.047
H -0.23890 -2.21285 -0.35734 0.089 0.196 -0.172
```
Positions in Å, forces in eV/Å.

Multiplicity ... 1
ΔE to the lowest compared entry with this formula, charge and spin ... 2.3114 eV
M ... 100.12 g/mol
SMILES ... C[C@@]1(O)C[C@H]2O[C@H]21
Gap between HOMO and LUMO ... 10.78 eV
E_HOMO ... -9.86 eV